1.
18
Properties=species:S:1:pos:R:3:forces:R:3 method="wB97M-V/def2-TZVPD" fmax_ha_per_bohr=0.068 orbital_gap_ev=10.649 de_lowest_ev=2.2011
C 3.57220 0.50699 -0.06696 0.01 3.19 -0.22
C -2.08422 1.77136 0.19529 0.58 -1.15 1.57
C -2.00264 -1.14275 -1.15359 -0.78 1.85 0.40
C 3.54310 -0.74081 0.21377 -1.05 -1.99 0.34
O -0.34719 -0.36874 1.03645 2.98 -0.90 1.61
Si -1.81036 -0.12285 0.47994 -1.41 0.63 -2.47
H 2.82172 1.18468 0.34779 0.25 -0.04 -0.32
H 4.36721 0.91673 -0.67799 -0.06 0.22 0.03
H 0.00011 -1.06151 1.63572 -0.71 0.80 -0.81
H -1.25944 2.38492 0.65761 -0.71 -0.71 -0.64
H -2.03093 1.78751 -0.90540 -0.72 0.86 0.47
H -3.01959 2.01472 0.79133 0.76 0.04 -1.54
H -2.97085 -0.95818 -1.72283 1.13 -0.60 0.88
H -1.20003 -0.77288 -1.76926 0.42 0.03 -0.59
H -1.77234 -2.16540 -0.89991 -0.36 -0.49 -0.15
H 2.68012 -1.11773 0.75012 0.34 -0.42 0.17
H 4.26612 -1.37171 -0.23266 0.49 -0.96 -0.02
H -2.75301 -0.74436 1.32058 -1.17 -0.35 1.30



2.
9
Properties=species:S:1:pos:R:3:forces:R:3 method="wB97M-V/def2-TZVPD" fmax_ha_per_bohr=0.056 orbital_gap_ev=9.651 de_lowest_ev=3.2670
C -0.19711 0.55369 -0.07972 -0.81 0.70 -2.34
C 3.51688 -0.47854 0.52374 0.17 -1.80 0.77
O -0.03198 -0.74774 0.19749 0.13 -1.87 1.27
F 0.89143 1.29886 0.32120 -0.21 0.29 0.24
F 4.42737 -1.29682 -0.00532 -0.50 0.92 0.01
Cl 3.58383 1.01024 -0.20924 0.73 0.83 -0.81
H -1.08156 0.88824 0.50226 0.36 0.65 -0.90
H -0.22181 0.63716 -1.28414 -0.35 0.10 2.88
H -0.29806 -0.93010 1.13123 0.48 0.17 -1.12